No. 1
ORCA calculation (ωB97M-V/def2-TZVPD) on a structure of composition C21H23BrCoN7OS.

Structure (XYZ):
```
55
Properties=species:S:1:pos:R:3:forces:R:3:nbo_charge:R:1
H 1.82071 4.42369 1.76240 0.0 0.0 0.0 0.412
H -3.03185 1.97958 -2.25049 0.0 0.0 0.0 0.229
C 2.76271 -1.12243 -1.74130 0.0 0.0 0.1 0.050
C 3.18020 1.08814 -1.33661 -0.1 0.0 0.0 0.025
S 1.51276 1.71629 1.56634 -0.2 -0.1 -0.2 -0.300
C 4.30310 1.05554 -2.14649 0.0 0.1 0.0 -0.118
H 5.53871 -0.16569 -3.40929 0.0 0.0 0.0 0.243
C 4.66443 -0.12097 -2.77473 0.0 0.0 0.0 -0.177
H 4.11022 -2.18309 -3.02526 0.0 0.0 0.0 0.235
H 2.89524 2.00125 -0.83209 0.0 0.0 0.0 0.223
C 0.85937 3.02940 0.63462 0.0 -0.1 0.2 0.298
C -4.13849 0.22838 2.61706 0.0 0.0 0.0 -0.146
C -1.11028 1.35138 -1.58125 0.0 0.0 -0.2 0.228
H 3.12529 -1.62383 2.84059 0.0 0.0 0.0 0.257
C -1.25976 -2.76376 -2.45284 0.0 0.0 0.0 -0.239
H -1.61736 2.12044 1.42276 0.0 0.0 0.0 0.212
H -2.54022 0.14909 -3.59025 0.0 0.0 0.0 0.239
N -0.16965 1.61911 -0.74357 -0.2 -0.2 0.5 -0.249
H 0.88650 5.05649 0.44148 0.0 0.0 0.0 0.411
C -0.51805 -2.22221 -1.41760 0.0 -0.1 0.1 0.053
C 1.04661 -1.70630 2.44193 0.2 0.1 0.0 0.746
H -3.95149 2.33623 2.20653 0.0 0.0 0.0 0.234
H -5.16416 0.28094 2.95827 0.0 0.0 0.0 0.232
Br 5.31884 2.62576 -2.36985 0.0 0.0 0.0 0.103
H -1.03551 -2.53927 1.16911 0.0 0.0 0.0 0.233
C -2.14478 -1.00194 2.16022 0.0 -0.1 0.0 0.199
H -3.92575 -1.88888 2.96016 0.0 0.0 0.0 0.227
C 3.86980 -1.23648 -2.56109 0.0 0.0 0.0 -0.237
H 2.14795 -0.52214 3.80914 0.0 0.0 0.0 0.262
H -1.90705 -3.09276 2.60167 0.0 0.0 0.0 0.223
O 1.18546 -1.48747 1.22431 0.0 -0.1 -0.1 -0.729
C -1.98448 -0.54655 -2.97725 -0.1 0.0 0.0 -0.221
N 0.05983 2.91376 -0.40578 0.0 0.1 -0.2 -0.459
C -1.32906 -2.27261 2.18104 0.0 0.1 0.0 -0.259
N 1.16067 4.28111 1.02061 0.0 0.0 0.0 -0.775
H -0.18095 -2.16580 3.96237 0.0 -0.1 0.0 0.413
H -1.25044 -3.82939 -2.63051 0.0 0.0 0.0 0.238
C -1.22436 -0.07912 -1.91680 -0.1 0.0 0.0 0.175
C -3.45514 -0.97880 2.61084 0.0 0.0 0.0 -0.246
H 2.16564 -2.25065 4.20784 0.0 0.0 0.0 0.233
H -1.69136 2.65364 -3.18512 0.0 0.0 0.0 0.245
H -2.58986 -2.29138 -4.06983 0.0 0.0 0.0 0.237
N -0.50783 -0.92107 -1.14683 0.2 0.3 0.1 -0.479
C 2.19396 -1.53068 3.39150 0.0 0.0 0.0 -0.714
C -2.16369 1.24513 1.75413 0.0 0.0 0.0 0.056
N 2.41700 0.01638 -1.13691 -0.1 -0.1 0.0 -0.479
H 0.09152 -2.84439 -0.77259 0.0 0.0 0.0 0.218
C -2.00481 -1.90561 -3.24545 0.0 0.0 0.0 -0.135
C -3.47387 1.36617 2.19408 0.0 0.0 0.0 -0.239
H -2.01014 3.27101 -1.56749 0.0 0.0 0.0 0.264
H 2.13251 -1.98092 -1.54974 0.0 0.0 0.0 0.195
N -1.51131 0.08462 1.71193 0.0 0.1 -0.1 -0.477
C -2.01786 2.37455 -2.17944 0.1 -0.1 -0.1 -0.683
Co 0.57003 0.12298 0.20717 0.1 0.1 -0.1 1.072
N -0.10948 -2.11686 2.95837 -0.1 0.0 0.1 -0.560
```
Forces are in eV/Å.

Computed properties:
multiplicity: 2
net charge: +1
HOMO-LUMO gap (spin up / spin down): 7.6 / 7.6 eV
HOMO energy (spin up / spin down): -10.55 / -10.50 eV
E_tot: -5627.4532 Eh

=====

No. 2
ORCA calculation (ωB97M-V/def2-TZVPD) on a structure of composition C21H23BrCuNO2S2 in a non-equilibrium geometry.

Structure (XYZ):
```
51
Properties=species:S:1:pos:R:3:forces:R:3:nbo_charge:R:1
C -2.59243 -3.55337 1.17374 0.0 0.1 0.0 -0.170
H -2.08483 5.62633 -1.17156 0.1 0.0 0.1 0.251
C -1.27373 5.12353 -0.65846 0.1 -0.1 0.1 -0.283
H 1.40517 -2.76867 2.35154 0.0 0.1 -0.1 0.232
O -0.28973 1.09113 1.89734 0.1 -0.1 1.2 -1.007
C 2.84247 -1.28297 -0.44336 -0.4 -0.1 0.1 -0.604
H 2.04857 -1.77487 -3.27476 -0.1 0.0 0.1 0.227
H 0.14847 -2.49937 -4.66326 0.0 0.2 0.2 0.238
C 1.08667 -1.28957 -3.14276 -0.1 0.0 -0.1 -0.197
C -0.26153 5.82643 -0.01796 0.0 0.3 0.0 -0.026
H 1.50397 3.18143 1.09914 -0.1 0.2 -0.1 0.222
H 3.19117 -1.91047 -1.26956 0.0 0.3 -0.1 0.253
Cu -0.23563 1.09113 -0.00156 -2.0 -0.2 2.8 1.101
H -1.69123 -0.37057 0.40934 -0.3 -0.3 0.2 0.205
H 3.72247 -1.05717 0.16804 -0.1 0.2 -0.2 0.250
C -2.50673 -2.35877 0.46294 0.2 0.0 0.3 -0.207
O 1.66327 1.09113 -0.05566 1.0 -0.2 0.4 -1.035
H -2.06143 -1.39547 -4.43806 0.2 0.1 0.1 0.236
H -0.66963 -2.74367 3.85554 0.0 0.0 -0.1 0.226
C -1.74773 -1.30217 0.96804 0.3 -0.5 0.2 -0.253
H -3.02673 -2.24437 -0.48466 0.1 0.0 0.2 0.226
H -0.47623 1.16963 -1.38216 -0.8 0.9 -3.3 0.155
H -2.01353 -4.61217 2.95664 0.0 0.2 -0.1 0.233
H -2.36233 0.45153 -2.80396 0.2 -0.1 0.1 0.231
S 2.28517 0.29103 -1.15876 1.2 -0.6 -1.5 1.306
C 0.91607 -0.26907 -2.19996 -0.4 -0.4 -0.4 -0.277
C 1.77967 -2.02077 0.36834 0.0 -0.6 0.3 -0.438
C -1.17133 -2.62647 2.89854 0.1 0.0 0.0 -0.238
H -3.18173 -4.37747 0.77984 0.1 0.1 0.1 0.228
C -1.04423 -1.43847 2.17004 -0.4 -0.6 -0.5 -0.201
H 1.86097 -3.08327 0.10064 -0.1 0.2 0.0 0.238
C 1.66587 -0.63767 2.59184 0.7 -0.5 0.2 -0.629
C 0.01357 -1.69917 -3.93946 0.2 0.2 0.3 -0.179
C -1.21543 3.74243 -0.62156 0.4 -0.3 0.2 0.080
Br -0.27913 7.71643 -0.02906 0.0 -0.3 0.0 0.123
H 0.76977 -1.72567 0.08824 -0.1 0.1 -0.1 0.228
H 2.03867 -0.72767 3.61984 -0.2 0.1 -0.1 0.250
H 1.56507 5.67393 1.13774 -0.1 0.0 -0.1 0.249
C 0.76357 5.15013 0.63064 -0.2 -0.1 -0.1 -0.271
H 2.23787 0.18263 2.15084 -0.4 0.2 -0.1 0.263
S -0.05083 -0.08037 2.80374 -0.5 -0.5 1.0 1.288
H -1.89123 1.09113 -0.00156 0.6 0.4 -0.3 -0.259
C -1.22843 -1.07917 -3.81536 0.1 0.2 0.1 -0.198
C -1.39963 -0.04387 -2.89916 0.2 -0.1 0.0 -0.126
C -1.93313 -3.68467 2.39534 0.1 0.3 -0.1 -0.204
C 0.73107 3.76783 0.61004 -0.3 -0.5 -0.1 0.075
N -0.23563 3.04913 -0.00156 -0.1 3.0 -0.3 -0.589
C 1.97087 -1.95467 1.88904 0.1 -0.2 -0.2 -0.406
C -0.33003 0.36083 -2.09876 0.7 -1.3 -0.8 -0.254
H 3.02087 -2.20157 2.09934 -0.1 0.1 0.1 0.223
H -1.97723 3.13603 -1.10356 0.0 0.1 0.1 0.213
```
Forces are in eV/Å.

Computed properties:
multiplicity: 2
net charge: +1
HOMO-LUMO gap (spin up / spin down): 8.5 / 8.5 eV
HOMO energy (spin up / spin down): -10.88 / -11.76 eV
E_tot: -6029.7573 Eh

=====

No. 3
ORCA calculation (ωB97M-V/def2-TZVPD) on a structure of composition C21H23Cl3N4O10STi in a non-equilibrium geometry.

Structure (XYZ):
```
63
Properties=species:S:1:pos:R:3:forces:R:3:mulliken_charge:R:1
O -0.57293 -1.64563 3.28438 0.0 -0.4 0.2 -0.440
O -3.71736 4.38849 -0.89448 0.1 -0.1 0.1 -0.595
C -3.68419 0.34320 2.04130 -0.8 0.6 -0.5 0.568
N -0.00071 1.27607 -0.90887 0.3 0.1 -0.1 0.179
C 0.98775 -3.03296 0.24675 0.0 0.4 0.3 -0.226
C 1.33119 -0.38286 -3.94645 -0.1 0.2 0.2 -1.747
H -0.02556 1.99980 -4.12703 -0.1 0.0 -0.1 0.318
C 1.20300 -4.25894 -0.33536 0.1 -0.3 -0.1 -0.901
H 1.68227 -1.29011 -3.46281 0.0 -0.2 0.0 0.355
C 3.37467 -4.35851 0.67836 0.1 -0.3 -0.2 -0.571
H 2.59324 1.76533 -1.51826 0.0 0.0 0.0 0.320
C 1.96168 -2.42759 1.07915 -0.2 -0.4 -0.5 1.168
C 2.60249 0.89312 -2.17332 -0.3 0.0 -0.1 -1.747
C 0.96175 2.07557 -3.67714 0.1 -0.3 0.2 -1.814
C -2.45510 -0.77533 -0.62001 1.4 -0.7 1.2 0.183
H 3.42650 1.00560 -2.87443 0.2 0.0 -0.1 0.511
C 3.16982 -3.13159 1.27136 -0.2 0.4 0.1 -0.887
C -3.08573 1.53288 1.28357 -0.2 0.0 0.1 -0.226
H 0.43382 -4.70256 -0.95399 -0.1 0.1 0.0 0.419
O -1.65085 -1.36094 5.48530 -0.1 0.2 -0.5 -0.725
N -1.68704 -0.95968 0.23739 -1.0 0.2 -0.8 -0.402
C 1.27211 0.76377 -2.93844 0.2 0.1 0.0 1.626
H 0.05151 -2.50903 0.10886 0.0 -0.1 -0.1 0.497
H 0.12596 -0.49641 -1.76843 -0.1 0.1 -0.1 -0.005
H -1.23015 4.58004 -0.02199 0.2 0.1 0.0 0.578
C -1.77450 3.71452 0.31935 -0.1 0.0 0.0 -0.584
C -1.14597 2.75529 1.09594 0.0 -0.1 0.2 -0.302
H 2.48976 0.55931 2.60279 0.1 -0.1 0.0 0.236
H 2.57387 -5.90253 -0.58738 0.0 0.0 0.0 0.373
H -4.57460 4.01556 -1.13535 0.1 0.0 0.0 0.308
O -2.78359 -0.40572 2.52752 -0.2 -0.3 0.3 -0.291
O 0.57687 -0.55690 1.33431 0.9 -0.9 -0.9 1.662
H 0.32990 -0.56777 -4.32716 -0.1 -0.1 -0.1 0.350
Cl -3.06133 0.93741 -2.48780 -0.1 0.2 -0.3 -0.103
H 0.80482 1.17253 -0.28420 -0.1 0.2 -0.2 -0.161
H 1.99163 -0.71368 3.70903 0.4 0.0 -0.1 0.173
C 2.49360 -0.52408 2.74658 -0.3 0.0 -0.1 -1.276
Ti -0.83656 0.01239 2.31783 -0.3 1.3 -1.9 -1.030
H 1.99548 -0.14161 -4.77445 0.1 0.0 -0.1 0.475
C 2.40096 -4.93896 -0.12512 -0.1 0.1 0.0 -0.455
C 1.65320 -1.15920 1.68003 1.4 0.0 0.3 0.014
H 1.70308 2.26158 -4.45331 0.1 0.1 -0.1 0.482
O 0.60137 1.77255 2.27899 -0.5 -0.4 0.2 -0.429
N -1.77860 1.65719 1.51924 -1.1 1.3 -0.6 0.551
Cl -2.21865 -2.11371 -3.35740 0.2 -0.3 -0.2 -0.548
H 0.96148 2.91928 -2.98898 0.0 0.1 0.0 0.378
C 0.31082 2.78326 1.58513 -0.1 0.5 -0.4 0.605
S -0.59953 -0.91438 4.61018 0.7 -1.5 3.5 1.404
O -0.85313 0.50970 4.10800 0.2 0.3 0.9 -0.184
O 1.04284 3.71988 1.26824 -0.2 0.1 -0.1 -0.817
C -3.10492 3.51447 -0.05064 0.2 -0.4 0.5 1.104
H -4.83419 2.24634 0.29686 -0.1 -0.1 0.1 0.359
H 4.31150 -4.88153 0.83147 0.0 0.0 0.1 0.371
H 3.51038 -0.90442 2.77560 0.0 -0.1 0.0 0.569
H 2.77883 0.00668 -1.56426 0.0 -0.1 0.0 0.270
O -4.89919 0.24249 2.14062 0.3 0.0 -0.1 -0.769
C -3.23779 -0.60288 -1.73443 -0.7 0.5 -0.6 0.067
H -0.06007 2.24537 -1.20748 0.0 -0.1 0.1 0.281
H 3.95512 -2.71278 1.88254 0.0 0.1 0.1 0.243
Cl -4.85027 -1.21246 -1.69496 -0.1 -0.1 0.1 -0.177
C -3.78616 2.42508 0.49551 0.1 -0.1 0.0 -0.495
N 0.12697 0.47563 -2.06936 0.1 -0.2 0.0 -0.281
O 0.71844 -0.98562 5.22110 -0.4 0.2 -0.1 -0.807
```
Forces are in eV/Å.

Computed properties:
multiplicity: 3
net charge: -2
HOMO-LUMO gap (spin up / spin down): 5.4 / 7.7 eV
HOMO energy (spin up / spin down): -1.27 / -3.60 eV
E_tot: -4413.9271 Eh

=====

No. 4
ORCA calculation (ωB97M-V/def2-TZVPD) on a structure of composition C21H23Cl5FeN5 in a non-equilibrium geometry.

Structure (XYZ):
```
55
Properties=species:S:1:pos:R:3:forces:R:3:nbo_charge:R:1
C 0.73094 3.17007 3.03776 0.0 0.0 0.0 -0.663
N 0.34721 -1.43125 -0.83388 -0.4 0.2 0.1 -0.518
H 2.35462 -3.84348 -0.25568 0.0 0.0 0.0 0.244
H 1.80433 -2.13048 -2.20139 0.0 0.0 0.0 0.222
H 0.62750 -4.00627 -0.59834 0.0 0.0 0.0 0.235
C 1.35208 -3.57093 0.09107 0.0 0.0 0.0 -0.712
H 2.81525 -0.15339 -1.15142 0.0 0.0 0.0 0.224
H -2.94223 3.06628 -0.49665 0.0 0.0 0.0 0.208
H 1.02400 2.47437 -3.22402 0.0 0.0 0.0 0.209
H 2.70872 1.19368 3.97382 0.0 0.0 0.0 0.227
C -2.31196 2.28656 -0.06321 0.1 -0.1 0.0 -0.220
Fe -0.20296 0.34730 0.02278 0.7 2.0 0.2 1.074
H -0.29967 3.27800 -1.27825 0.0 0.0 0.0 0.206
C 2.07234 -0.00380 -1.93377 -0.1 0.0 0.2 -0.225
H 1.83894 1.84363 -1.08818 0.0 0.0 0.0 0.389
H 3.16662 -2.63632 2.06714 0.0 0.0 0.1 0.227
C 0.63231 1.98349 2.13216 0.0 -0.1 -0.1 0.202
C 2.74582 -1.64044 2.07916 0.1 0.0 0.1 -0.255
Cl -5.13251 -3.84953 -0.62105 0.0 0.0 0.0 0.107
H -1.96167 3.08126 1.89951 0.0 0.0 0.0 0.220
C 0.45285 1.77993 -2.60120 0.0 -0.1 0.1 -0.230
H -2.13733 1.06616 -1.71556 0.0 0.1 0.0 0.394
H 0.06613 0.99784 -3.25707 0.0 0.0 0.0 0.203
H -1.32920 3.00950 -2.68098 0.0 0.0 0.0 0.214
C 3.09689 -0.69912 3.08207 0.0 -0.1 0.0 -0.179
C 1.54298 0.89590 2.14652 -0.1 0.0 0.0 0.088
N 1.26048 1.15280 -1.55144 0.0 0.0 -0.2 -0.662
Cl -3.69761 -2.95612 1.97560 0.0 0.0 0.0 0.101
H 1.66065 3.16141 3.60216 0.0 0.0 0.0 0.233
C 1.18844 -1.24061 -2.06043 0.0 0.0 0.2 -0.235
H 0.70036 4.09733 2.46037 0.0 0.0 0.0 0.228
C -2.98579 -2.63023 0.45292 0.1 0.1 0.2 -0.096
H 0.56571 -1.14671 -2.92715 -0.1 0.0 -0.1 0.233
C -1.75287 -1.98493 0.38180 0.1 0.0 0.0 -0.026
C 1.81896 -1.24736 1.11891 -0.1 0.1 -0.1 0.085
H 3.81073 -0.98290 3.84520 0.0 0.0 0.0 0.231
C -1.89710 -1.92008 -1.99400 0.1 0.1 0.0 -0.020
Cl -1.55069 -1.25675 -3.56578 0.1 0.0 0.1 0.046
C 2.50386 0.52789 3.14650 -0.1 0.1 -0.1 -0.203
H -0.94436 3.80910 0.67325 0.0 0.0 0.0 0.190
N -1.50858 1.58011 -1.10419 0.0 -0.1 0.0 -0.652
C -0.70497 2.50996 -1.93749 0.0 -0.1 0.0 -0.225
C 1.17920 -2.09580 0.18065 -0.1 0.0 -0.2 0.310
C -3.66107 -2.98866 -0.70128 0.0 0.0 -0.1 -0.095
Cl -4.05687 -2.83997 -3.33397 0.0 0.0 0.0 0.099
C -3.13872 -2.56216 -1.91313 0.0 0.0 -0.1 -0.093
H -0.09892 3.20641 3.74886 0.0 0.0 0.0 0.233
C -1.37727 2.85674 1.00224 0.1 -0.1 0.0 -0.245
N -0.36335 1.84531 1.23936 0.0 0.0 0.0 -0.606
H 1.21478 -4.03810 1.06954 0.0 0.0 0.0 0.252
C -1.07788 -1.71862 -0.84875 0.0 -1.3 -0.2 0.038
N 1.34688 0.03229 1.10690 -0.1 -0.3 0.1 -0.538
Cl -1.14389 -1.35486 1.88547 -0.1 -0.4 -0.1 0.113
H -2.96056 1.53729 0.39382 0.0 0.0 0.0 0.209
H 2.60848 0.13830 -2.87724 0.0 0.0 0.0 0.207
```
Forces are in eV/Å.

Computed properties:
multiplicity: 5
net charge: +1
HOMO-LUMO gap (spin up / spin down): 5.8 / 6.9 eV
HOMO energy (spin up / spin down): -8.60 / -10.77 eV
E_tot: -4652.2154 Eh

=====

No. 5
ORCA calculation (ωB97M-V/def2-TZVPD) on a structure of composition C21H23ClIN4OSr.

Structure (XYZ):
```
52
Properties=species:S:1:pos:R:3:forces:R:3:nbo_charge:R:1
H 1.87128 3.18961 -2.19827 0.0 0.0 0.0 0.222
N -1.63468 -4.88723 0.80635 0.0 0.0 0.0 -0.605
H -1.28422 -2.43058 -1.23226 0.0 0.0 0.1 0.444
H 2.60079 -2.67424 1.70041 0.0 0.0 0.0 0.206
C 2.18496 1.63526 -0.06755 0.0 0.0 0.0 0.206
N 0.92760 1.90740 -0.02721 -0.1 -0.1 0.0 -0.590
C -0.99373 5.07783 -0.42584 0.0 0.0 0.0 -0.104
C 3.06235 -1.81064 1.23799 0.1 0.0 0.0 -0.265
C 5.02145 -0.66458 0.45637 0.0 0.0 0.0 -0.103
C 0.51611 3.15082 -0.56128 0.0 0.0 0.0 0.105
C -2.48367 -4.66259 -0.34645 0.0 0.0 0.0 -0.252
Sr -0.88286 0.59926 1.33331 0.1 0.1 0.1 1.829
H -2.73189 3.33122 2.48973 0.0 0.0 0.0 0.196
H 0.00108 -4.06164 1.81366 0.0 0.0 0.0 0.237
C -0.34350 5.64942 -1.54464 0.0 0.0 0.0 -0.184
C -2.23220 3.84446 1.67366 0.0 0.0 0.0 0.074
H -1.19249 -2.90732 1.25165 0.0 0.0 0.0 0.208
O 0.94983 -0.78950 1.12541 0.0 0.0 0.0 -0.936
C -2.06377 5.72451 0.23147 0.0 0.0 0.0 -0.091
C -2.68038 5.11814 1.28482 0.0 0.0 0.0 -0.266
H 1.14772 5.38734 -3.03389 0.0 0.0 0.0 0.230
C 0.18218 -3.55913 -0.25761 0.0 0.0 0.0 -0.254
C -1.71018 -4.41632 -1.63734 0.0 0.0 0.0 -0.241
H -1.12522 -5.28873 -1.92916 0.0 0.0 0.0 0.215
H -1.20046 -5.80153 0.78620 0.0 0.0 0.0 0.367
H -0.67165 6.61474 -1.90760 0.0 0.0 0.0 0.227
H 0.80218 -2.67659 -0.12003 0.0 0.0 0.0 0.266
H -3.50271 5.58221 1.80959 0.0 0.0 0.0 0.239
Cl 6.73445 -0.64353 0.18000 0.0 0.0 0.0 0.012
N -0.74046 -3.29588 -1.41302 0.0 0.0 0.0 -0.545
H 0.79097 -4.42186 -0.52972 0.0 0.0 0.0 0.210
H -3.39068 -1.76582 1.43712 0.0 0.0 0.1 0.172
H -2.38433 6.69853 -0.11718 0.0 0.0 0.0 0.229
H -2.36547 -4.12656 -2.45787 0.0 0.0 0.0 0.234
C 0.66400 4.97131 -2.16057 0.0 0.0 0.0 -0.185
C 2.22962 -0.71743 0.90644 -0.1 0.0 0.0 0.394
N -1.23238 3.21136 1.10214 0.0 0.0 0.0 -0.562
C 4.25311 0.42158 0.13019 0.0 0.0 0.0 -0.145
I -3.00919 -0.58150 -0.92795 0.0 0.0 0.1 -0.159
C -0.66114 -3.82693 0.98158 0.0 0.0 0.0 -0.248
C 1.08820 3.71932 -1.67173 0.0 0.0 0.0 -0.217
C -3.19451 -0.69399 1.33255 0.0 -0.1 -0.2 -1.037
H 4.72822 1.29540 -0.29903 0.0 0.0 0.0 0.224
H 2.86841 2.40255 -0.44387 0.0 0.0 0.0 0.170
C -0.58621 3.81581 0.05892 0.0 0.0 0.0 0.205
C 2.85970 0.42398 0.33533 0.0 0.0 0.0 -0.250
H -3.11100 -3.79102 -0.14430 -0.1 0.0 0.0 0.212
H -0.20003 -3.11918 -2.25865 0.0 0.0 0.0 0.430
C 4.41971 -1.79010 1.02032 0.0 0.0 0.0 -0.178
H -3.15062 -5.51085 -0.49156 0.0 0.0 0.0 0.236
H -4.17480 -0.21616 1.42594 0.0 0.0 0.0 0.184
H 5.03050 -2.64062 1.29349 0.0 0.0 0.0 0.233
```
Forces are in eV/Å.

Computed properties:
net charge: +1
HOMO-LUMO gap: 7.3 eV
HOMO energy: -10.14 eV
E_tot: -1896.7520 Eh